100
Properties=species:S:1:pos:R:3:mulliken_charge:R:1 method="wB97M-V/def2-TZVPD" total_charge=+3 homo_ev="-16.47 / -16.47" energy_ha=-4910.5850 gap_ev="7.09 / 3.06" spin_multiplicity=6
Cr -17.9066 26.5959 -5.2351 0.45
Cu -16.9464 24.3642 -2.8311 0.41
C -18.1788 22.7617 -6.5748 0.51
C -19.0266 23.4211 -5.4980 0.74
O -18.4240 24.4949 -4.8243 0.12
H -17.8073 23.5347 -7.2476 -0.27
H -18.6693 21.9912 -7.1696 -0.20
H -17.4507 22.1328 -6.0624 -0.01
H -19.2716 22.6705 -4.7464 -0.15
H -20.0328 23.7805 -5.7140 -0.76
C -16.5814 22.7030 -0.3389 -0.75
C -17.6719 21.8542 -1.0509 -0.47
O -17.7943 22.3882 -2.3681 0.26
O -17.0357 23.9572 -0.5134 -0.45
H -15.5550 22.5443 -0.6697 0.25
H -16.5976 22.5271 0.7367 0.47
H -18.5607 22.0228 -0.4428 0.24
H -17.4601 20.7864 -0.9954 0.48
H -17.9384 21.6350 -2.9456 0.12
H -16.9620 24.4254 0.3215 0.33
C -20.1315 19.7816 -10.4050 -0.54
C -20.0837 20.8511 -9.4139 0.53
O -21.1768 21.8212 -9.5210 -0.49
O -21.2085 18.8572 -10.1437 -0.52
H -19.2648 19.1253 -10.3268 0.31
H -20.3291 20.3098 -11.3378 0.37
H -19.2629 21.5300 -9.6449 0.31
H -20.0121 20.6165 -8.3518 -0.37
H -20.9391 22.4792 -8.8637 0.19
H -21.9865 19.4186 -10.1793 0.32
C -22.7784 22.3356 -6.6631 0.24
C -22.9078 20.8415 -6.5264 -0.42
O -23.1856 20.6744 -5.1734 -0.37
O -24.0087 22.9244 -6.5903 -0.33
H -22.3742 22.6853 -7.6132 0.43
H -22.0116 22.7714 -6.0226 -0.21
H -21.9681 20.4093 -6.8703 0.08
H -23.6758 20.5568 -7.2456 0.62
H -24.0432 20.2873 -4.9829 0.36
H -24.4878 22.4914 -7.3007 0.46
C -18.6020 19.2095 -5.7039 -0.21
C -19.5286 19.8155 -4.6257 -0.03
O -18.7778 20.1469 -3.5108 -0.64
O -18.6594 17.7936 -5.6138 -0.59
H -17.5946 19.6250 -5.7314 0.33
H -18.9690 19.3931 -6.7137 -0.07
H -20.1260 18.9412 -4.3672 0.64
H -20.2542 20.4254 -5.1638 -0.28
H -19.1680 19.8837 -2.6741 0.30
H -19.5596 17.4677 -5.6850 0.33
C -18.6036 27.1944 -9.6757 -0.83
C -18.5437 25.9986 -8.7022 -0.11
O -18.6546 26.5264 -7.3852 0.08
O -19.6911 28.0930 -9.5526 -0.47
H -18.6293 26.8113 -10.6959 0.45
H -17.6972 27.7889 -9.5619 0.32
H -17.6177 25.4518 -8.8802 0.30
H -19.4609 25.5190 -9.0441 0.07
H -19.4387 27.0801 -7.3980 0.15
H -19.6444 28.7194 -10.2786 0.32
C -14.9360 21.1480 -8.1340 0.31
C -14.7374 22.6968 -7.9664 -0.45
O -15.2394 23.0627 -6.6634 -0.57
O -15.5224 20.7500 -9.3625 -0.54
H -15.6242 20.7773 -7.3744 -0.33
H -13.9715 20.6604 -7.9922 0.36
H -15.3890 23.2150 -8.6699 0.18
H -13.7050 22.9561 -8.2008 0.45
H -14.9393 22.3387 -6.1090 0.27
H -15.9817 19.9235 -9.1967 0.31
C -15.3080 26.7709 -6.2514 -0.77
C -15.8696 28.1343 -6.6411 -0.24
O -16.8899 28.4823 -5.6516 -0.40
O -16.1971 25.6298 -6.2605 0.30
H -14.9947 26.8362 -5.2094 0.44
H -14.4319 26.4861 -6.8340 0.49
H -16.1502 28.1117 -7.6941 0.04
H -15.0730 28.8779 -6.6660 0.56
H -16.9610 29.4392 -5.6803 0.29
H -15.6691 24.8296 -6.2107 -0.02
C -20.4068 24.6529 -1.2017 -0.52
C -21.1791 23.6193 -2.0528 0.48
O -22.1778 23.0757 -1.1936 -0.55
O -19.3931 25.1864 -1.9735 -0.42
H -20.0619 24.3470 -0.2140 0.33
H -21.0662 25.4939 -0.9869 0.35
H -20.4213 22.8985 -2.3599 -0.33
H -21.5126 23.9065 -3.0500 0.12
H -23.0788 23.2058 -1.4982 0.32
H -19.7771 25.5773 -2.7618 0.17
C -23.4712 26.1646 -7.9988 -0.59
C -22.4046 26.0741 -6.8825 0.00
O -21.5829 27.2643 -6.9894 -0.56
O -22.8954 26.2751 -9.3324 -0.53
H -23.9652 27.1300 -7.8888 0.39
H -24.2512 25.4041 -7.9617 0.36
H -21.7496 25.2144 -7.0235 -0.05
H -22.8514 25.9663 -5.8941 0.44
H -21.1188 27.3833 -6.1576 0.23
H -22.1450 26.8581 -9.1961 0.33